<P>
Density functional theory data (wB97M-V/def2-TZVPD) for the ion C4H11N2O with charge -1.

The geometry in ORCA input format:
```
! wB97M-V def2-TZVPD RIJCOSX def2/J DEFGRID3
* xyz -1 1
C 0.25 0.32 0.52
H -2.83 -0.22 -0.56
C -0.74 -0.17 -0.52
H -0.49 0.04 -1.59
N -2.04 0.48 -0.34
N 2.61 0.98 -0.23
O -1.58 -1.91 1.02
C 1.21 1.48 0.17
H 0.92 -0.58 0.84
H 0.83 2.05 -0.61
H 2.52 0.32 -1.05
H -1.71 -2.45 -0.87
H -2.10 0.56 0.68
H -0.06 -2.45 -0.14
H 1.46 2.14 0.98
C -0.99 -1.85 -0.16
H -0.35 0.76 1.31
H 3.09 0.50 0.55
*
```

Summary:
LUMO = 4.156 eV
HOMO-LUMO gap = 6.5 eV
SMILES = NCC[C@H](N)C[O-]
highest occupied orbital energy = -2.304 eV

***

<Q>
Density functional theory data (wB97M-V/def2-TZVPD) for the ion C4H11N2O with charge -1.

The geometry in ORCA input format:
```
! wB97M-V def2-TZVPD RIJCOSX def2/J DEFGRID3
* xyz -1 1
H 1.49 2.80 0.40
O 1.77 0.89 1.19
H 0.61 -2.21 -0.45
N -0.85 -0.61 1.33
N -0.10 1.65 -0.30
C -0.92 -0.77 -0.15
H 1.05 -0.03 -0.90
H -0.36 0.41 -1.92
C -0.46 -2.12 -0.69
H -1.98 -0.54 -0.35
H -0.30 -1.38 1.71
H -0.44 -2.13 -1.79
C -0.02 0.31 -0.87
H 0.42 2.46 1.65
H 0.34 2.27 -0.96
C 0.94 1.85 0.86
H -0.24 0.17 1.55
H -0.95 -3.01 -0.31
*
```

Summary:
LUMO = 4.033 eV
HOMO-LUMO gap = 6.6 eV
SMILES = C[C@@H](N)CNC[O-]
highest occupied orbital energy = -2.595 eV

***

<Q> is preferred energetically. Next in line: 75.5 kJ/mol higher.

***

<P>
Density functional theory data (wB97M-V/def2-TZVPD) for a cluster of 2 separate species, C9H14 in total.

The geometry in ORCA input format:
```
! wB97M-V def2-TZVPD RIJCOSX def2/J DEFGRID3
* xyz 1 2
H -2.31 -0.06 -1.53
C 2.83 -0.59 -1.51
H 2.89 0.33 -0.92
H 3.85 -0.65 -1.89
C -0.28 0.00 0.35
C 0.53 -0.15 1.43
C -2.66 0.09 -0.51
H 2.01 0.44 -3.21
H 2.05 -1.38 -3.25
C 1.84 -0.49 -2.69
H 1.54 -0.51 1.28
C -1.23 0.76 2.87
C 0.13 0.40 2.67
H 2.53 -1.37 -0.81
H 0.85 0.56 3.46
H 0.78 -0.37 -2.44
H -3.43 0.85 -0.55
C -2.14 0.65 1.87
C -1.68 0.28 0.55
H -1.63 1.09 3.82
H -3.19 0.92 1.94
H 0.04 -0.02 -0.67
H -3.32 -0.76 -0.26
*
```

Summary:
LUMO (alpha / beta) = -4.400 / -8.050 eV
HOMO-LUMO gap (alpha / beta) = 10.3 / 6.7 eV
⟨S²⟩ = 0.77
highest occupied orbital energy (alpha / beta) = -14.727 / -14.715 eV

***

<Q>
Density functional theory data (wB97M-V/def2-TZVPD) for a cluster of 2 separate species, C9H14 in total.

The geometry in ORCA input format:
```
! wB97M-V def2-TZVPD RIJCOSX def2/J DEFGRID3
* xyz 1 2
H -1.97 1.47 -1.29
H 3.44 1.18 -0.92
H -1.11 -3.76 1.31
C 3.55 3.37 -1.15
H -2.63 -1.49 1.97
C -0.08 -1.22 -0.19
H -0.61 -2.77 2.68
H 2.99 4.23 -0.81
C -0.43 -2.89 1.53
H 1.86 1.87 -1.25
C -2.43 0.19 0.47
H 3.55 3.39 -2.22
C -2.05 -0.95 1.16
C 2.79 2.02 -0.77
C -0.91 -1.68 0.81
H 0.83 -1.76 -0.37
C -1.66 0.54 -0.65
H -3.09 0.95 0.93
H 4.60 3.27 -0.78
H 0.54 -3.26 1.42
H 2.46 1.81 0.23
H -0.15 -0.07 -2.03
C -0.57 -0.22 -1.03
*
```

Summary:
LUMO (alpha / beta) = -4.164 / -8.526 eV
HOMO-LUMO gap (alpha / beta) = 10.0 / 5.6 eV
⟨S²⟩ = 0.77
highest occupied orbital energy (alpha / beta) = -14.172 / -14.171 eV

***

<P> is preferred energetically. Next in line: 75.7 kJ/mol higher.

***

<P>
Density functional theory data (wB97M-V/def2-TZVPD) for a cluster of 2 separate species, C9H14 in total.

The geometry in ORCA input format:
```
! wB97M-V def2-TZVPD RIJCOSX def2/J DEFGRID3
* xyz 1 2
C 3.36 -2.02 -0.51
H -0.59 -1.72 0.96
H -0.79 0.01 2.52
H -1.80 -1.48 -1.43
H 1.44 -1.96 0.62
H -2.67 0.73 -1.97
H 4.42 -2.11 -0.07
H 3.16 -1.14 -1.14
C -1.88 3.05 -0.88
C -1.79 1.66 -0.30
H -2.56 3.69 -0.31
H 3.00 -2.88 -1.07
C -1.53 -0.76 -0.68
H -2.27 3.10 -1.89
C -2.01 0.58 -1.11
H -0.86 3.40 -1.06
C -1.23 1.55 1.02
C 2.52 -1.96 0.73
C -1.11 0.27 1.54
H 2.77 -1.07 1.40
C -1.14 -0.84 0.56
H 2.72 -2.62 1.55
H -1.17 2.53 1.52
*
```

Summary:
LUMO (alpha / beta) = -4.584 / -8.431 eV
HOMO-LUMO gap (alpha / beta) = 9.3 / 5.5 eV
⟨S²⟩ = 0.77
highest occupied orbital energy (alpha / beta) = -13.932 / -13.931 eV

***

<Q>
Density functional theory data (wB97M-V/def2-TZVPD) for a cluster of 2 separate species, C9H14 in total.

The geometry in ORCA input format:
```
! wB97M-V def2-TZVPD RIJCOSX def2/J DEFGRID3
* xyz 1 2
H 1.28 -3.70 2.25
H -0.21 -0.84 -0.75
H 1.92 0.06 -0.16
H 0.63 3.90 -1.07
C 0.68 -2.94 1.68
H 1.39 -2.74 0.87
H 1.02 -2.06 3.76
H -2.34 0.79 -2.93
H -1.51 3.25 -1.84
H -2.16 -0.69 -1.92
C -0.12 0.29 -0.79
H -0.16 -3.52 1.45
C -2.26 0.42 -1.84
H 1.14 -0.87 2.23
C -0.73 2.38 -1.34
H -3.21 0.54 -1.36
H -0.45 -1.53 2.70
C 1.20 0.67 -0.54
C 0.51 2.86 -1.06
H 2.40 2.37 -0.13
C 1.47 2.03 -0.57
C -1.10 1.06 -1.31
C 0.62 -1.73 2.69
*
```

Summary:
LUMO (alpha / beta) = -4.290 / -8.689 eV
HOMO-LUMO gap (alpha / beta) = 9.7 / 5.3 eV
⟨S²⟩ = 0.77
highest occupied orbital energy (alpha / beta) = -13.961 / -13.960 eV

***

<P> is preferred energetically. Next in line: 56.3 kJ/mol higher.

***

<P>
Density functional theory data (wB97M-V/def2-TZVPD) for a cluster of 2 separate species, C4H10N in total.

The geometry in ORCA input format:
```
! wB97M-V def2-TZVPD RIJCOSX def2/J DEFGRID3
* xyz 1 1
C 0.74 -0.53 0.57
H -0.52 -1.33 2.17
H -1.43 -1.03 0.58
C 0.50 -0.37 -1.96
H 0.00 1.26 -0.47
H -0.32 -2.48 0.88
H 1.12 -1.24 -2.14
C -0.47 -1.37 1.06
C 0.38 0.13 -0.70
H -1.71 2.49 0.17
H 0.14 0.11 -2.89
N -0.80 2.21 0.22
H -0.29 2.97 0.64
H 0.96 0.31 1.32
H 1.69 -1.14 0.55
*
```

Summary:
LUMO = -9.242 eV
HOMO-LUMO gap = 5.9 eV
highest occupied orbital energy = -15.130 eV

***

<Q>
Density functional theory data (wB97M-V/def2-TZVPD) for a cluster of 2 separate species, C4H10N in total.

The geometry in ORCA input format:
```
! wB97M-V def2-TZVPD RIJCOSX def2/J DEFGRID3
* xyz 1 1
H 1.62 1.20 -1.68
H -0.93 -1.52 2.79
H -0.96 1.51 -0.14
H 1.36 -0.44 0.72
N -0.15 0.84 -0.31
H 1.00 1.31 1.50
C 0.71 0.46 0.87
H 0.05 -2.27 1.53
C -0.61 -1.51 1.82
C -0.29 -0.14 -1.35
C 0.48 1.14 -1.58
H -1.19 -0.93 1.15
H -1.28 -0.29 -1.82
H -0.08 1.75 -2.29
H 0.26 -1.10 -1.20
*
```

Summary:
LUMO (alpha / beta) = -4.670 / -3.915 eV
HOMO-LUMO gap (alpha / beta) = 8.5 / 9.9 eV
highest occupied orbital energy (alpha / beta) = -13.190 / -13.797 eV

***

<Q> is preferred energetically. Next in line: 194.7 kJ/mol higher.

***

<P>
Density functional theory data (wB97M-V/def2-TZVPD) for a cluster of 2 separate species, C4H10N in total.

The geometry in ORCA input format:
```
! wB97M-V def2-TZVPD RIJCOSX def2/J DEFGRID3
* xyz 1 1
H -1.36 0.72 -0.99
H -1.80 -0.87 -0.40
H -0.67 -1.65 1.59
C -0.46 0.31 0.89
C -1.66 0.17 -0.09
C 0.01 -0.82 1.78
H 0.36 0.57 0.05
H 2.68 1.13 -2.12
H 1.91 -0.20 -3.17
C 1.88 0.39 -2.23
H -0.59 1.27 1.41
H 0.96 -1.20 1.37
H 0.22 -0.50 2.80
N 1.06 0.14 -1.33
H -2.54 0.55 0.44
*
```

Summary:
LUMO = -8.648 eV
HOMO-LUMO gap = 6.6 eV
highest occupied orbital energy = -15.209 eV

***

<Q>
Density functional theory data (wB97M-V/def2-TZVPD) for the ion C4H10N with charge +1.

The geometry in ORCA input format:
```
! wB97M-V def2-TZVPD RIJCOSX def2/J DEFGRID3
* xyz 1 1
C -1.10 -0.61 0.07
H 0.47 1.02 1.41
C 1.03 0.28 0.76
H -1.68 -0.26 1.00
H 0.97 1.92 -0.72
H -1.02 0.29 -1.96
H 1.22 0.34 -1.38
H 1.90 0.16 1.34
C 0.30 -1.08 0.61
H 0.80 -1.65 -0.25
H -1.31 1.33 -0.49
C 0.70 0.88 -0.66
N -0.81 0.54 -0.90
H 0.16 -1.69 1.52
H -1.62 -1.46 -0.35
*
```

Summary:
LUMO = -3.607 eV
HOMO-LUMO gap = 12.5 eV
SMILES = C1CC[NH2+]C1
highest occupied orbital energy = -16.098 eV

***

<R>
Density functional theory data (wB97M-V/def2-TZVPD) for a structure of composition C4H10N.

The geometry in ORCA input format:
```
! wB97M-V def2-TZVPD RIJCOSX def2/J DEFGRID3
* xyz 1 1
H -2.11 -0.20 1.31
H 2.49 -1.18 0.25
H -2.90 -0.42 -0.10
N -2.23 0.20 0.38
H 0.78 -1.67 0.39
H 2.27 1.08 0.42
H 1.60 -1.42 -1.25
H -1.11 0.43 -1.44
C 0.21 0.44 0.26
H -2.74 1.09 0.47
C 1.51 -1.16 -0.22
C -0.99 0.33 -0.37
H 0.18 0.48 1.36
C 1.49 0.75 -0.25
H 1.57 1.25 -1.21
*
```

Summary:
LUMO = -3.551 eV
HOMO-LUMO gap = 9.2 eV
highest occupied orbital energy = -12.727 eV

***

<Q> is preferred energetically. Next in line: 175.2 kJ/mol higher.